Molecular formula: C31H49NO4P2Pt
Method: DFT, ωB97M-V/def2-TZVPD

Results
<S²>   6.02
Frontier orbital gap (alpha / beta)   7.5 / 4.7 eV
Total charge   +2
Total energy   -2367.55616 hartree
Energy above the lowest of the compared OMol25 structures with the same formula, charge and spin   0.0 kJ/mol
LUMO (alpha / beta)   -5.5279 / -9.6627 eV
HOMO energy (alpha / beta)   -13.047 / -14.371 eV
Spin multiplicity   5

Last column: Mulliken charge in e.
Atoms and positions in Å:
1 Pt 0.0298 0.2172 -0.4607  1.4573
2 C -2.1665 1.9623 -0.7017  -0.8082
3 C -2.8208 1.0878 -1.5941  2.0120
4 C -1.9664 -0.2669 0.0968  0.1884
5 C -1.6772 1.1752 0.4262  0.8501
6 C -2.7559 -0.2412 -1.1313  0.5402
7 C -2.1789 3.4431 -0.7565  -1.9514
8 H -1.9001 3.8238 -1.7505  0.3184
9 H -1.4859 3.8861 -0.0295  0.3480
10 H -3.1855 3.8373 -0.5313  0.4362
11 C -1.6674 1.6537 1.8268  -0.7906
12 H -1.3942 2.7090 1.8800  0.5185
13 H -0.9631 1.0544 2.4123  -0.3272
14 H -2.6635 1.5395 2.2769  0.3647
15 C -2.1369 -1.2837 1.1698  -0.8243
16 H -3.0840 -1.1106 1.7017  0.4476
17 H -1.3124 -1.2015 1.8885  -0.5032
18 H -2.1567 -2.2943 0.7433  0.4693
19 C -3.4951 -1.4031 -1.6697  -1.4047
20 H -4.5502 -1.1500 -1.8504  0.4792
21 H -3.4741 -2.2539 -0.9798  0.3840
22 H -3.0750 -1.7501 -2.6199  0.1108
23 C -3.6028 1.5552 -2.7724  -2.0371
24 H -4.6105 1.8960 -2.4766  0.4579
25 H -3.7340 0.7546 -3.5100  0.4595
26 H -3.1089 2.4068 -3.2631  0.4176
27 C 1.3873 0.6445 -3.0196  0.0565
28 C 0.2787 1.4035 -3.1539  0.7262
29 C -0.3719 1.6604 -4.4729  -1.5995
30 C -1.2464 0.5058 -5.0419  -1.4693
31 C -1.1509 -0.8027 -4.3266  -0.2217
32 C -0.0434 -1.5557 -4.2933  -0.7738
33 C 1.2690 -1.1620 -4.8932  -1.1321
34 C 2.0539 -0.0288 -4.1814  -2.3237
35 H 0.3936 1.9052 -5.2262  0.4342
36 H -0.9863 0.3924 -6.1114  0.6136
37 H -1.0128 2.5523 -4.3760  0.4354
38 H 2.2965 0.7286 -4.9434  0.5700
39 H 1.9488 0.6187 -2.0742  0.4754
40 H -0.1693 1.9475 -2.3083  0.3980
41 H 3.0173 -0.4354 -3.8427  0.5895
42 H 1.9013 -2.0640 -4.9062  0.4239
43 H -0.1006 -2.6033 -3.9937  0.9014
44 H 1.1359 -0.8647 -5.9454  0.3853
45 H -2.2991 0.8305 -5.0159  0.3216
46 H -2.1092 -1.2062 -4.0006  0.8547
47 P 1.6378 1.8763 0.2579  0.9126
48 C 1.3562 2.7585 1.8336  -0.8611
49 H 2.2589 3.3409 2.0762  0.5934
50 H 1.1803 2.0152 2.6257  -0.0444
51 H 0.4956 3.4348 1.7507  0.3263
52 C 3.2307 1.0513 0.5469  -0.9830
53 H 3.9822 1.8176 0.7732  0.5920
54 H 3.5491 0.4804 -0.3305  0.2754
55 H 3.1223 0.3851 1.4363  0.0784
56 C 1.8641 3.2782 -0.8947  -1.0726
57 H 2.0644 2.9190 -1.9084  0.2997
58 H 2.6938 3.9145 -0.5589  0.5366
59 H 0.9437 3.8781 -0.9125  0.2961
60 P 0.9503 -1.9258 -0.5414  1.0143
61 C -0.2556 -3.0264 -1.3495  -0.9679
62 H 0.2823 -3.8607 -1.8204  0.5434
63 H -0.8257 -2.4836 -2.1175  -0.3146
64 H -0.9514 -3.4222 -0.5949  0.4215
65 C 2.5262 -2.1259 -1.4166  -1.0914
66 H 2.4586 -1.6822 -2.4169  0.0060
67 H 2.7732 -3.1942 -1.5034  0.5740
68 H 3.3205 -1.6224 -0.8466  0.3584
69 C 1.2732 -2.7660 1.0509  -1.3231
70 H 1.5813 -3.8068 0.8737  0.6752
71 H 0.3646 -2.7430 1.6650  0.2937
72 H 2.0634 -2.2225 1.5892  0.2329
73 O 2.7879 -0.3688 3.0992  -0.7420
74 C 1.5608 -0.4741 3.3961  0.1890
75 O 0.5779 -0.3101 2.6051  -0.0132
76 C 1.2305 -0.8601 4.8212  0.3087
77 C 2.2389 -1.3278 5.6923  -0.3715
78 C 1.9515 -1.6565 7.0132  -0.6054
79 C 0.6375 -1.5050 7.5074  -0.1632
80 C -0.3872 -1.0457 6.6451  -0.6714
81 C -0.0867 -0.7421 5.3178  -0.2355
82 N 0.3431 -1.8135 8.8647  0.9282
83 O 1.2722 -2.2144 9.6073  -0.5452
84 O -0.8316 -1.6765 9.2733  -0.5490
85 H 3.2573 -1.4191 5.3175  0.4972
86 H 2.7331 -2.0270 7.6735  0.5017
87 H -1.3945 -0.9436 7.0404  0.5014
88 H -0.8866 -0.3971 4.6615  0.3194

Molecular formula: C31H50BrN2O2RuSSi
Method: DFT, ωB97M-V/def2-TZVPD

Results
<S²>   6.02
Frontier orbital gap (alpha / beta)   6.3 / 4.4 eV
Total charge   +3
Total energy   -4826.79005 hartree
Energy above the lowest of the compared OMol25 structures with the same formula, charge and spin   220.6 kJ/mol
LUMO (alpha / beta)   -10.1295 / -12.0205 eV
HOMO energy (alpha / beta)   -16.405 / -16.404 eV
Spin multiplicity   5

Last column: Mulliken charge in e.
Atoms and positions in Å:
1 Ru -1.9973 -0.5828 -0.4073  0.8777
2 C 3.0484 -2.8099 2.2352  -1.5873
3 C 3.9164 -1.5913 1.9664  2.1043
4 C 5.4018 -1.9173 2.0121  -1.6961
5 C 3.5530 -0.4552 2.9111  -1.7765
6 Si 3.5779 -0.9130 0.0735  -1.6467
7 Br 0.3332 -0.8214 0.1364  0.6031
8 C 3.8476 -2.2650 -1.3297  2.4525
9 C 5.3113 -2.1229 -1.7675  -1.6671
10 C 2.8797 -1.9520 -2.4814  -1.5023
11 C 3.5851 -3.6931 -0.8569  -2.0457
12 C 3.6504 0.9891 -0.2470  2.5676
13 C 5.0749 1.4635 0.1132  -1.7259
14 C 3.3932 1.2469 -1.7432  -1.8663
15 C 2.6412 1.8207 0.5574  -1.7790
16 H 3.0709 -2.9915 3.3149  0.5427
17 H 3.4224 -3.7088 1.7557  0.3339
18 H 2.0054 -2.6485 1.9533  0.2794
19 H 5.6289 -2.2853 3.0196  0.5050
20 H 6.0333 -1.0458 1.8292  0.3558
21 H 5.6833 -2.7137 1.3217  0.3479
22 H 3.7900 -0.7874 3.9275  0.6147
23 H 2.4877 -0.2247 2.8781  0.2891
24 H 4.1337 0.4489 2.7361  0.3751
25 H 5.5565 -1.1278 -2.1423  0.3483
26 H 5.4879 -2.8231 -2.5883  0.5036
27 H 6.0069 -2.3824 -0.9678  0.3747
28 H 3.1326 -1.0348 -3.0063  0.2929
29 H 1.8473 -1.8982 -2.1344  0.0407
30 H 2.9484 -2.7728 -3.1983  0.5983
31 H 4.2933 -4.0284 -0.1003  0.3872
32 H 3.7152 -4.3599 -1.7115  0.6164
33 H 2.5654 -3.8236 -0.4932  0.3905
34 H 5.8463 0.9479 -0.4623  0.4181
35 H 5.2956 1.3462 1.1748  0.3413
36 H 5.1448 2.5285 -0.1116  0.5145
37 H 4.1446 0.7770 -2.3779  0.3973
38 H 3.4534 2.3234 -1.9103  0.6036
39 H 2.3977 0.9191 -2.0432  0.3132
40 H 2.7757 1.7259 1.6328  0.2762
41 H 1.6173 1.5601 0.3047  0.2775
42 H 2.8020 2.8693 0.3019  0.5761
43 C -4.9312 0.4019 -2.3304  -1.4645
44 C -5.0390 -0.3254 -1.0387  0.1405
45 N -4.0345 -0.6809 -0.2399  1.2562
46 C -4.5712 -1.3701 0.8312  -0.7782
47 C -5.9166 -1.4067 0.6857  -0.7102
48 N -6.1888 -0.7461 -0.4894  -0.0197
49 H -3.8880 0.5783 -2.5885  0.2355
50 H -5.4470 1.3608 -2.2757  0.4038
51 H -5.3931 -0.1757 -3.1322  0.4637
52 H -3.9555 -1.7926 1.6065  0.4677
53 H -6.6768 -1.8513 1.3026  0.4622
54 H -7.1068 -0.6359 -0.8930  0.2452
55 O -2.0447 1.5352 -0.7177  -0.5789
56 S -3.2386 2.4076 -0.2613  0.3995
57 C -2.6241 4.0763 -0.1155  0.6367
58 C -3.4837 5.0501 -0.6076  -0.3623
59 C -3.1171 6.3841 -0.5117  -0.7350
60 C -1.8960 6.7208 0.0545  -0.5197
61 C -1.0589 5.7340 0.5653  -0.7122
62 C -1.4119 4.3984 0.4751  -0.1965
63 C -3.3958 1.9305 1.4690  0.6096
64 C -4.6002 2.1412 2.1175  -0.6224
65 C -4.7458 1.7011 3.4262  -0.7678
66 C -3.6949 1.0540 4.0612  -0.5933
67 C -2.4845 0.8650 3.4076  -1.0508
68 C -2.3296 1.2956 2.0963  0.2606
69 H -4.4294 4.7756 -1.0577  0.4330
70 H -3.7816 7.1527 -0.8798  0.4240
71 H -1.5860 7.7561 0.0891  0.4325
72 H -0.1266 6.0093 1.0391  0.4464
73 H -0.7557 3.6273 0.8579  0.2833
74 H -5.4078 2.6510 1.6062  0.5075
75 H -5.6784 1.8580 3.9503  0.4719
76 H -3.8150 0.7038 5.0773  0.4665
77 H -1.6549 0.4009 3.9237  0.5267
78 H -1.3630 1.2407 1.6075  0.4441
79 C -0.8753 -2.7648 -2.9363  -1.2272
80 C -2.2235 -2.7899 -2.2005  0.8904
81 C -2.8674 -4.1726 -2.2736  -1.5685
82 O -2.0548 -2.4135 -0.8518  -0.5511
83 H -1.0145 -3.0773 -3.9696  0.4907
84 H -0.1786 -3.4470 -2.4475  0.3425
85 H -0.4603 -1.7534 -2.9317  0.2178
86 H -2.8924 -2.0648 -2.7037  0.0821
87 H -2.2869 -4.8715 -1.6721  0.3892
88 H -2.8899 -4.5095 -3.3078  0.4210
89 H -3.8869 -4.1470 -1.8915  0.3817